Version A
The following is a quantum chemistry calculation of 2 unconnected molecules or ions with the total composition C3H6N4, from OMol25.

Computed properties:
LUMO ... 0.85 eV
Kohn-Sham gap ... 10.17 eV
Spin multiplicity ... 1

Geometry as XYZ:
```
13
Properties=species:S:1:pos:R:3:nbo_charge:R:1
C 0.915 0.182 2.068 0.264
C 1.356 -1.679 -1.550 -0.447
C -1.044 1.762 1.633 -0.450
N -1.338 0.365 -1.357 -0.134
N -0.032 -1.449 -1.899 -0.316
N -0.576 -0.438 -1.605 0.247
N -0.053 0.809 1.873 -0.519
H 1.279 -2.603 -0.801 0.207
H 1.786 -2.159 -2.409 0.224
H 1.716 -0.780 -0.989 0.220
H -0.589 2.549 1.056 0.238
H -2.058 1.219 1.404 0.246
H -1.363 2.222 2.576 0.221
```

***

Version B
The following is a quantum chemistry calculation of 2 unconnected molecules or ions with the total composition C3H6N4, from OMol25.

Computed properties:
LUMO ... 1.12 eV
Kohn-Sham gap ... 10.40 eV
Spin multiplicity ... 1

Geometry as XYZ:
```
13
Properties=species:S:1:pos:R:3:nbo_charge:R:1
C 1.684 0.531 1.136 -0.340
C 0.267 0.494 0.749 0.291
C -0.991 0.164 1.348 -0.677
N -1.306 -0.978 -1.145 -0.130
N -0.862 -0.956 -2.174 0.286
N -0.519 -0.924 -3.312 -0.560
N 1.064 0.938 -0.105 -0.368
H 1.969 1.285 1.754 0.173
H 2.108 -0.391 1.015 0.169
H -0.820 -0.890 1.601 0.253
H -1.811 0.342 0.579 0.249
H -1.074 0.856 2.267 0.246
H 0.292 -0.471 -3.713 0.409
```

***

Version C
The following is a quantum chemistry calculation of C3H6N4 in the gas phase, from OMol25.

Computed properties:
LUMO ... 0.89 eV
Kohn-Sham gap ... 9.58 eV
Structure (SMILES) ... [H]/N=C1\CN=CN1N
Spin multiplicity ... 1

Geometry as XYZ:
```
13
Properties=species:S:1:pos:R:3:nbo_charge:R:1
H -0.408 2.686 -0.176 0.389
N -0.680 1.646 0.026 -0.727
C -0.012 0.663 -0.168 0.423
C 1.484 0.504 -0.026 -0.328
N 1.697 -0.807 0.102 -0.451
C 0.563 -1.528 -0.151 0.234
N -0.495 -0.627 -0.364 -0.294
N -1.840 -0.883 0.115 -0.681
H 2.178 1.220 -0.756 0.227
H 1.710 0.871 1.023 0.235
H 0.557 -2.583 0.067 0.224
H -2.541 -0.509 -0.679 0.372
H -2.213 -0.652 0.986 0.374
```

***

What should be chosen as the least stable of them? Choose version B.

***

Version A
The following is a quantum chemistry calculation of C2H6N2O in the gas phase, from OMol25.

Computed properties:
LUMO ... 0.85 eV
Kohn-Sham gap ... 9.90 eV
Structure (SMILES) ... [H]/N=C(\C)NO
Spin multiplicity ... 1

Geometry as XYZ:
```
11
Properties=species:S:1:pos:R:3:nbo_charge:R:1
H 0.889 -1.928 -0.267 0.344
N 0.060 -1.380 -0.147 -0.744
C 0.402 -0.163 0.058 0.423
C 1.878 0.329 0.251 -0.684
N -0.618 0.800 0.135 -0.350
O -1.841 0.280 -0.294 -0.540
H 2.656 -0.351 0.015 0.238
H 1.825 1.284 -0.339 0.213
H 1.733 0.704 1.288 0.242
H -0.333 1.661 -0.338 0.368
H -1.814 -0.551 0.224 0.489
```

***

Version B
The following is a quantum chemistry calculation of 2 unconnected molecules or ions with the total composition C2H6N2O, from OMol25.

Computed properties:
LUMO ... 0.78 eV
Kohn-Sham gap ... 10.10 eV
Structure (SMILES) ... C=C=O.NN
Spin multiplicity ... 1

Geometry as XYZ:
```
11
Properties=species:S:1:pos:R:3:nbo_charge:R:1
C -2.188 -0.180 -0.578 -0.806
C -2.166 -0.524 0.685 0.728
O -2.129 -0.893 1.796 -0.459
H -1.648 0.659 -0.888 0.268
H -2.636 -0.649 -1.414 0.268
N 2.511 0.320 -0.409 -0.623
N 1.135 0.334 -0.037 -0.724
H 2.976 -0.325 0.382 0.314
H 2.685 1.334 -0.052 0.347
H 0.973 0.269 0.998 0.329
H 0.486 -0.344 -0.482 0.356
```

***

What should be chosen as the least stable of them? Choose version B.

***

Version A
The following is a quantum chemistry calculation of 2 unconnected molecules or ions with the total composition C2H6N2O, from OMol25.

Computed properties:
LUMO ... 0.83 eV
Kohn-Sham gap ... 8.58 eV
Spin multiplicity ... 1

Geometry as XYZ:
```
11
Properties=species:S:1:pos:R:3:nbo_charge:R:1
C 2.569 -0.304 -0.351 0.291
C -1.496 1.072 0.390 -0.351
N -1.468 -1.169 -0.277 -0.590
N -1.330 -0.230 0.543 -0.165
O 2.195 0.143 0.702 -0.492
H 2.209 -1.173 -0.978 0.112
H -1.263 1.667 1.307 0.204
H -1.664 1.324 -0.613 0.186
H -1.778 -0.963 -1.261 0.320
H 3.347 0.189 -0.986 0.088
H -1.322 -0.555 1.524 0.397
```

***

Version B
The following is a quantum chemistry calculation of C2H6N2O in the gas phase, from OMol25.

Computed properties:
LUMO ... 0.90 eV
Kohn-Sham gap ... 10.46 eV
Structure (SMILES) ... C/N=C/NO
Spin multiplicity ... 1

Geometry as XYZ:
```
11
Properties=species:S:1:pos:R:3:nbo_charge:R:1
C -1.840 -0.506 0.080 -0.447
N -0.794 0.350 -0.458 -0.461
C 0.364 0.174 0.100 0.254
N 1.392 1.036 -0.144 -0.339
O 2.436 -0.020 -0.409 -0.594
H -2.800 -0.219 -0.362 0.204
H -1.939 -0.416 1.167 0.187
H -1.659 -1.554 -0.186 0.195
H 0.538 -0.556 0.908 0.155
H 1.211 1.573 -0.994 0.374
H 3.090 0.139 0.299 0.473
```

***

Version C
The following is a quantum chemistry calculation of C2H6N2O in the gas phase, from OMol25.

Computed properties:
LUMO ... 1.02 eV
Kohn-Sham gap ... 10.49 eV
Structure (SMILES) ... [H]/N=C/NOC
Spin multiplicity ... 1

Geometry as XYZ:
```
11
Properties=species:S:1:pos:R:3:nbo_charge:R:1
H 2.321 -1.183 -0.131 0.345
N 1.345 -0.967 -0.187 -0.677
C 1.275 0.241 0.200 0.253
N 0.088 1.004 0.168 -0.356
O -0.866 0.306 -0.582 -0.385
C -1.616 -0.557 0.303 -0.269
H 2.074 0.906 0.755 0.146
H 0.155 1.934 -0.231 0.378
H -2.148 -0.100 1.108 0.180
H -1.055 -1.468 0.605 0.195
H -2.407 -0.900 -0.343 0.190
```

***

What should be chosen as the least stable of them? Choose version A.

***

Version A
The following is a quantum chemistry calculation of C2H6N2O in the gas phase, from OMol25.

Computed properties:
LUMO ... 0.97 eV
Kohn-Sham gap ... 9.99 eV
Structure (SMILES) ... [H]/N=C/NOC
Spin multiplicity ... 1

Geometry as XYZ:
```
11
Properties=species:S:1:pos:R:3:nbo_charge:R:1
H 2.453 -0.999 -0.398 0.345
N 1.460 -0.851 -0.276 -0.716
C 1.327 0.373 -0.022 0.252
N 0.092 1.035 0.030 -0.351
O -0.936 0.482 -0.671 -0.370
C -1.521 -0.587 0.099 -0.259
H 2.239 0.963 0.319 0.151
H 0.051 2.059 0.066 0.384
H -2.010 -0.195 0.986 0.167
H -0.808 -1.355 0.337 0.208
H -2.346 -0.925 -0.472 0.189
```

***

Version B
The following is a quantum chemistry calculation of a molecular structure, C2H6N2O, from OMol25.

Computed properties:
LUMO ... 0.78 eV
Kohn-Sham gap ... 10.11 eV
Spin multiplicity ... 1

Geometry as XYZ:
```
11
Properties=species:S:1:pos:R:3:nbo_charge:R:1
C -0.504 1.779 0.148 -0.338
C 0.080 -0.440 0.012 0.696
H -1.578 1.130 -0.036 0.275
H -0.233 2.079 1.340 0.218
H -0.511 2.763 -0.806 0.198
H 1.758 -1.278 -1.121 0.397
H 0.853 -2.467 -0.133 0.403
H -1.166 -1.703 0.479 0.342
N 0.988 -1.478 -0.237 -0.870
N -1.131 -0.672 0.377 -0.793
O 0.553 0.812 -0.207 -0.527
```

***

What should be chosen as the least stable of them? Choose version B.